Molecular formula: C3H10NO2P
Method: DFT, ωB97M-V/def2-TZVPD

```
17
Properties=species:S:1:pos:R:3:forces:R:3
P -0.090 0.068 -0.146 2.49 5.30 -4.86
C 2.100 -1.053 -1.209 1.59 4.62 0.05
C -1.540 -0.965 -0.254 0.02 -2.16 -1.35
O 0.011 1.244 -1.427 -0.84 -5.18 5.62
H -2.187 -0.526 0.516 -0.43 -0.48 -0.55
H 3.202 -0.930 -1.044 -0.96 -1.02 0.02
N 1.390 -0.792 0.054 -1.93 0.11 -0.90
H 1.929 -0.229 -1.980 -0.20 -0.89 0.92
H -1.309 -2.074 -0.055 -0.17 1.76 0.34
H -1.400 2.115 0.697 -0.44 0.44 -0.83
O -0.076 0.760 1.333 1.03 -1.48 -0.73
H -1.946 -1.037 -1.334 0.40 0.87 1.89
H 1.915 -0.119 0.548 0.86 0.77 1.10
H 1.748 -1.911 -1.599 -0.45 -3.21 -1.35
C -1.033 1.711 1.614 -4.52 -2.25 -0.43
H -1.995 1.215 2.141 2.16 1.07 -0.82
H -0.718 2.523 2.144 1.39 1.73 1.88
```
Forces are in eV/Å.

energy above the lowest of the compared OMol25 structures with the same formula, charge and spin	3.4715	eV
2S+1	1
orbital gap	10.06	eV
total charge	0
max |F|	0.150	hartree/bohr

Atomic partial charges in e from the Mulliken method, atoms 1 to 8:
1. P 0.97
2. C -0.87
3. C -0.88
4. O -0.72
5. H 0.32
6. H 0.32
7. N -0.39
8. H 0.32

=====

Molecular formula: C3H3O2Rb
Method: DFT, ωB97M-V/def2-TZVPD

```
9
Properties=species:S:1:pos:R:3:forces:R:3
H -2.320 -1.906 -0.494 0.38 0.00 -0.03
Rb 2.695 1.296 1.437 -0.91 -0.72 -0.11
C 1.794 3.886 -2.293 0.13 -0.23 0.40
C -0.935 -1.283 0.975 0.79 -0.03 0.07
O 0.219 -0.853 1.395 0.36 0.61 0.02
H -0.610 -1.432 -1.138 -0.18 -0.10 0.25
O 2.135 3.356 -1.354 -0.13 0.19 -0.34
H -1.688 -1.468 1.767 -0.02 0.07 -0.16
C -1.290 -1.597 -0.296 -0.43 0.22 -0.10
```
Forces are in eV/Å.

energy above the lowest of the compared OMol25 structures with the same formula, charge and spin	0.0000	eV
2S+1	1
orbital gap	4.14	eV
total charge	0
max |F|	0.023	hartree/bohr

Atomic partial charges in e from the Mulliken method, atoms 1 to 8:
1. H 0.22
2. Rb 0.92
3. C 0.07
4. C -0.07
5. O -0.77
6. H 0.21
7. O -0.07
8. H 0.27

=====

Molecular formula: C32H48BiP2
Method: DFT, ωB97M-V/def2-TZVPD

```
83
Properties=species:S:1:pos:R:3:forces:R:3
C -2.052 4.035 -0.041 -0.38 -1.00 1.43
H -2.338 0.149 1.454 -0.14 0.23 -0.58
C 6.187 2.250 0.920 -0.29 -0.22 -0.35
C -1.290 0.387 -0.479 -0.03 0.43 -0.62
H -2.187 4.968 -0.622 0.49 -0.61 -0.12
P -2.119 -5.048 -1.725 -1.27 -1.44 -0.83
C -2.709 -1.232 -3.708 -0.04 1.06 0.73
C -2.372 -3.768 -4.221 0.29 -0.12 0.46
H -4.006 -4.678 -0.259 -0.02 0.29 -0.09
H -2.665 -1.053 -4.796 0.22 -0.23 0.38
H -3.496 -7.081 -2.095 0.18 0.22 0.06
C 2.134 3.538 2.982 0.08 0.69 -0.27
H 1.033 -2.013 4.352 0.19 -0.12 -0.12
C 2.318 0.896 3.046 -0.58 1.61 0.02
C 1.427 -0.136 3.469 -3.10 0.35 0.52
H -3.120 2.781 -1.494 -0.07 0.21 0.43
C -2.580 -6.837 -1.543 0.24 -0.21 0.54
H -1.836 -0.459 -0.923 0.41 -0.27 -0.03
H 3.123 3.586 3.467 -0.22 -0.01 -0.34
C -0.972 2.683 3.319 -0.36 0.57 -0.01
C 0.139 0.434 3.661 2.48 -2.28 -0.41
H -1.906 -3.806 -5.220 -0.20 0.15 0.39
C 1.808 -1.538 3.746 0.39 -0.43 0.02
H 4.276 4.633 -0.705 0.15 -0.80 0.67
H -0.301 0.013 -0.114 -0.74 0.40 0.13
H -3.896 -3.346 -1.455 -0.07 -0.05 0.17
H -2.174 4.375 1.004 -0.34 -0.26 -0.28
H -4.112 3.571 -0.278 0.22 -0.40 -0.17
H -1.631 2.492 4.191 0.36 0.17 -0.40
H 2.877 2.686 -1.139 0.37 -0.44 0.02
H -0.714 3.757 3.282 -0.14 -0.43 0.07
H -1.577 2.452 2.416 0.30 0.15 0.49
H 0.512 -3.091 -4.571 -0.19 0.39 -0.04
H -2.765 -7.069 -0.492 0.13 -0.08 -0.02
H 0.643 2.725 -1.675 0.48 -0.58 1.11
H -0.971 -1.274 4.358 -0.15 0.44 -0.10
H -4.022 1.836 1.232 0.99 -0.08 -0.41
C 2.990 -1.081 -1.084 1.51 3.08 1.04
H -2.662 -0.255 -3.203 0.19 -0.31 -0.21
H 7.076 2.157 1.592 -0.94 0.02 -0.80
C -0.326 2.628 -1.179 0.20 -0.01 0.40
C 4.581 3.645 -0.300 0.02 -0.46 0.39
H 4.369 1.504 2.654 -0.42 -0.18 0.03
C 3.828 2.509 -0.629 0.23 -0.32 -0.48
H -2.070 1.566 -2.124 0.69 -0.12 0.19
C -0.081 -2.164 -4.461 0.10 0.09 0.06
Bi 1.465 -2.690 -1.419 0.69 1.12 0.45
C -1.106 -0.203 4.140 -0.38 -0.17 0.36
H 0.594 -1.355 -4.131 -0.22 -0.19 -0.34
C 3.676 -0.040 -0.751 -2.96 -2.96 -1.29
H -3.382 -5.603 -3.747 0.35 -0.03 0.11
H 2.224 3.931 1.946 0.14 -0.17 0.48
H -1.638 -5.784 -4.016 -0.12 0.01 0.23
H 4.190 -0.089 3.387 -0.15 0.07 -0.06
H 6.006 0.158 0.606 -0.41 0.10 -0.09
C -3.168 3.014 -0.425 -0.75 1.00 0.11
C -2.402 -5.136 -3.566 0.38 -0.07 -0.26
H -0.553 -1.915 -5.426 0.37 -0.04 0.37
H -0.460 0.941 -2.446 -0.22 -0.04 0.35
C 3.727 0.611 2.677 0.46 0.22 0.26
H 0.059 3.588 0.719 -0.41 1.01 -1.75
C -1.079 1.401 -1.653 -0.67 0.01 -0.69
H -1.903 -0.079 3.388 0.12 -0.17 0.38
H 3.818 0.141 1.682 -0.37 0.08 0.71
C -2.277 0.830 0.590 -0.06 -0.20 -0.10
C 5.700 3.499 0.543 0.40 1.15 0.07
C 4.330 1.195 -0.365 1.05 0.75 0.59
H 6.232 4.402 0.923 -0.53 -0.74 -0.50
H 1.954 -2.132 2.823 -0.03 0.12 0.33
H -3.410 -3.400 -4.337 0.78 -0.08 0.13
H -3.719 -1.630 -3.500 0.63 0.06 0.14
C 0.225 1.815 3.340 1.84 1.28 -0.33
C -3.188 1.805 0.488 -0.20 0.16 0.61
H -1.781 -7.488 -1.910 -0.04 0.09 0.11
C -0.673 3.432 -0.138 0.57 0.03 -0.19
C 1.588 2.142 3.048 -0.82 -0.70 0.26
P -1.385 -2.471 -3.176 -1.25 0.51 -2.36
H 2.756 -1.574 4.312 -0.37 -0.14 -0.19
H -1.453 0.307 5.064 0.06 -0.38 -0.41
H -4.574 -4.933 -1.910 0.17 0.05 -0.02
C 5.540 1.124 0.399 0.21 -0.23 -0.42
C -3.814 -4.426 -1.307 0.25 0.18 0.28
H 1.510 4.284 3.536 0.28 -0.76 -0.39
```
Forces are in eV/Å.

2S+1	1
orbital gap (spin up / spin down)	3.08 / 2.74	eV
total charge	+1
max |F|	0.085	hartree/bohr

Atomic partial charges in e from the Mulliken method, atoms 1 to 8:
1. C -0.61
2. H 0.48
3. C -0.63
4. C 0.91
5. H 0.45
6. P 0.28
7. C -1.06
8. C -1.03

=====

Molecular formula: C34H66BrO9P2PtSi
Method: DFT, ωB97M-V/def2-TZVPD

```
114
Properties=species:S:1:pos:R:3:forces:R:3
O -0.129 0.063 2.238 0.13 0.14 -0.79
C -0.637 -0.482 -4.396 0.21 -0.01 0.08
H 1.919 2.836 4.317 0.03 0.02 0.03
H -5.939 3.145 -0.339 -0.02 -0.07 0.02
O 0.201 -0.264 -2.222 -0.06 0.52 0.20
H -1.681 -0.380 -4.688 0.00 -0.04 -0.05
O -3.829 -5.219 -1.508 -0.01 -0.03 -0.08
C -2.202 6.890 0.135 -0.28 -0.22 0.08
O 1.646 -0.508 3.974 -0.20 -0.18 -0.32
H 3.949 -1.626 4.224 0.01 -0.05 0.05
C -4.224 2.583 2.089 0.03 0.00 -0.20
C 1.721 0.662 6.076 -0.06 -0.21 -0.22
H 3.826 -1.249 -3.408 0.03 -0.03 -0.01
C -1.991 -2.878 -3.499 -0.11 -0.06 0.04
O 4.026 -0.364 1.905 -0.21 0.02 -0.08
H 0.880 -2.456 5.863 0.05 -0.02 0.04
H -5.004 2.246 1.411 -0.01 -0.05 0.05
H -5.866 2.572 -2.002 -0.02 0.01 -0.04
C 4.235 -1.453 -1.312 0.36 0.05 -0.45
Br -1.630 1.876 -0.200 -1.63 2.16 -0.09
C 2.169 1.863 3.896 -0.07 -0.27 -0.13
H -1.974 5.899 -2.378 0.02 -0.03 -0.06
H 1.157 -2.460 1.002 -0.02 -0.02 0.01
C -2.237 -3.544 -0.824 0.15 -0.03 0.31
H 3.239 1.685 4.005 0.03 0.03 0.03
H 2.947 -2.575 -2.612 0.01 -0.02 -0.04
H -3.110 -5.854 0.336 -0.01 -0.02 -0.03
H 4.954 -2.220 1.982 -0.04 0.03 -0.01
C -3.489 3.352 -2.743 0.12 0.08 0.13
C -3.757 4.014 1.781 0.17 -0.14 -0.10
C -2.963 -4.229 -1.771 0.23 0.25 -0.10
H 6.497 0.379 2.394 0.02 0.01 0.03
C 3.302 -1.549 -2.501 -0.07 0.06 0.25
H -3.393 1.881 2.036 -0.03 -0.05 0.05
H 0.848 -4.464 2.716 0.01 -0.05 -0.02
H -4.523 -4.767 0.397 0.02 0.01 -0.02
H -0.889 -4.292 2.419 -0.01 -0.04 -0.02
O -0.603 -2.020 -0.230 0.38 0.36 0.67
C 1.374 0.783 4.606 -0.02 0.47 0.30
H 1.545 1.617 6.569 0.03 0.01 0.03
C -1.642 5.510 -0.249 0.06 -0.26 -0.04
H 1.929 1.867 2.833 0.00 0.05 -0.02
C 1.764 -1.958 1.762 -0.14 0.75 0.04
C 0.962 -3.280 5.157 -0.18 0.21 -0.08
C -0.527 -0.957 -2.966 -0.07 -0.15 -0.18
H 6.029 -2.085 -2.305 0.01 -0.03 -0.02
H -4.229 3.195 -3.531 -0.04 0.01 -0.01
H 2.769 0.385 6.195 0.03 0.04 0.03
H -2.290 -3.773 0.231 -0.08 -0.02 -0.02
H 2.445 -0.895 -2.360 -0.05 0.04 -0.05
H -4.254 5.926 -2.220 -0.04 0.05 -0.02
H -3.165 4.214 3.839 -0.04 -0.01 0.02
H -5.489 5.584 -0.998 -0.06 0.06 -0.03
H -5.340 4.920 2.938 0.01 -0.01 0.04
H 7.225 -1.237 2.374 0.01 -0.02 -0.01
H 0.018 4.237 0.371 0.07 0.01 0.04
H -4.627 2.561 3.103 -0.02 0.03 0.03
H 5.688 -1.984 4.333 0.01 -0.02 0.01
H -0.604 5.265 1.669 0.06 -0.02 0.00
C -0.215 -3.284 4.197 0.16 -0.48 0.17
H -2.428 5.428 2.802 0.06 -0.01 0.03
H -4.705 -6.443 -0.177 -0.01 0.03 0.00
C -0.132 -4.423 3.192 -0.11 0.25 -0.02
H 1.102 -0.095 6.555 0.01 0.01 0.05
H 0.309 0.994 4.496 0.01 -0.05 -0.01
Pt -0.047 0.062 -0.056 0.88 -1.33 -0.19
C 6.403 -0.631 1.995 -0.22 0.01 -0.09
H -2.992 2.405 -2.546 0.01 -0.03 -0.10
H -5.670 4.966 -2.643 -0.03 -0.02 -0.02
H -2.457 6.944 1.194 -0.01 0.06 0.01
H -5.768 4.695 1.243 -0.05 0.04 0.02
C 5.430 -2.379 -1.445 -0.16 0.10 0.23
H 2.359 -2.690 2.309 -0.01 0.02 0.09
H 5.115 -0.309 4.361 0.01 0.02 0.04
C -0.397 5.218 0.603 -0.13 -0.11 0.05
O 2.299 0.423 0.347 -0.72 -0.38 -0.24
C -4.046 -5.580 -0.155 0.01 -0.04 0.13
H -1.890 -2.656 -4.552 -0.05 0.08 0.00
H -1.446 7.652 -0.065 0.04 0.00 -0.02
C -2.721 4.380 2.855 0.02 0.03 -0.20
H -0.309 -5.369 3.701 0.04 -0.03 0.00
H 1.904 -3.176 4.615 0.06 -0.05 0.05
H 6.473 -0.575 0.909 0.05 -0.02 0.00
C -4.956 4.969 1.917 0.09 0.05 -0.35
H -0.151 -1.193 -5.066 -0.06 0.00 -0.07
O 3.515 -1.850 -0.111 -0.30 0.22 0.29
C 5.071 -1.224 2.420 0.41 -0.18 0.23
P 2.890 -0.814 0.911 0.93 -0.76 -0.06
H -1.835 3.749 2.776 0.05 0.02 0.05
H 0.363 5.971 0.380 0.01 0.03 -0.03
H -0.814 4.592 -2.046 0.03 0.01 -0.08
H 4.570 -0.418 -1.192 -0.02 -0.02 0.08
P 0.657 -1.039 2.855 -0.11 -0.49 0.95
C -1.254 -2.121 -2.555 -0.03 0.13 0.53
H 5.086 -3.405 -1.581 0.03 -0.02 -0.04
H -2.752 4.060 -3.114 -0.01 -0.04 -0.05
C -1.330 -2.516 -1.178 -0.11 -0.06 -0.61
C 4.945 -1.297 3.931 -0.16 0.06 -0.19
H -4.777 1.877 -0.798 -0.09 -0.07 0.00
H -0.141 0.480 -4.485 0.03 -0.02 0.02
H -4.674 6.004 1.714 -0.07 0.06 0.03
C -4.219 3.863 -1.490 0.13 -0.13 0.13
H -3.363 -4.472 -3.868 0.02 -0.01 -0.02
C -2.808 -3.903 -3.136 -0.14 -0.10 -0.20
O -0.384 -2.020 3.514 0.27 0.23 -0.23
Si -3.025 4.186 -0.002 0.25 -0.56 -0.05
C -4.947 5.169 -1.851 0.21 0.10 0.27
C -5.263 2.798 -1.120 0.13 0.12 0.12
C -1.178 5.564 -1.712 -0.18 -0.10 0.07
H -1.142 -3.381 4.764 0.03 0.06 -0.04
H -3.093 7.139 -0.445 -0.01 0.10 0.00
H -0.358 6.280 -1.796 0.02 0.02 0.02
H 0.979 -4.217 5.711 0.01 -0.03 -0.01
H 6.054 -2.341 -0.552 0.05 0.00 -0.03
```
Forces are in eV/Å.

energy above the lowest of the compared OMol25 structures with the same formula, charge and spin	1.8042	eV
2S+1	3
orbital gap (spin up / spin down)	7.87 / 6.22	eV
total charge	+1
max |F|	0.053	hartree/bohr

Atomic partial charges in e from the Mulliken method, atoms 1 to 8:
1. O -0.74
2. C -1.91
3. H 0.55
4. H 0.35
5. O -0.84
6. H 0.48
7. O -0.45
8. C -1.70

=====

Molecular formula: C5H11N
Method: DFT, ωB97M-V/def2-TZVPD

```
17
Properties=species:S:1:pos:R:3:forces:R:3
H -1.213 -0.175 1.992 0.13 -0.03 -0.13
H 2.210 0.923 -0.154 -0.19 -0.07 -0.04
N -0.429 0.278 0.020 0.07 0.14 -0.09
C -1.716 0.780 -0.447 -0.07 0.06 -0.07
H 1.966 -1.662 0.674 -0.08 0.06 -0.09
H 0.803 1.919 -0.590 0.05 -0.15 -0.01
C -0.102 -1.146 0.298 0.00 -0.15 -0.06
C 1.246 0.913 -0.652 -0.06 0.40 -0.12
H 1.336 0.600 -1.687 -0.03 0.00 0.17
H 0.589 0.185 1.919 -0.10 -0.07 -0.07
H -0.938 -1.813 0.079 0.15 0.11 0.02
C 1.281 -1.370 -0.127 -0.06 -0.39 0.12
H -1.785 1.852 -0.235 0.01 -0.14 -0.02
H -1.786 0.626 -1.528 0.00 0.02 0.14
H 1.393 -2.012 -1.005 0.01 0.09 0.10
H -2.557 0.275 0.042 0.15 0.06 -0.05
C -0.298 -0.174 1.403 0.03 0.06 0.20
```
Forces are in eV/Å.

energy above the lowest of the compared OMol25 structures with the same formula, charge and spin	5.8540	eV
2S+1	1
orbital gap (spin up / spin down)	7.11 / 7.11	eV
total charge	0
max |F|	0.008	hartree/bohr

Atomic partial charges in e from the Mulliken method, atoms 1 to 8:
1. H 0.31
2. H 0.31
3. N 0.00
4. C -1.00
5. H 0.25
6. H 0.32
7. C 0.51
8. C -0.76

=====

Molecular formula: C6H6F9N5NiO7S4
Method: DFT, ωB97M-V/def2-TZVPD

```
38
Properties=species:S:1:pos:R:3:forces:R:3
F 3.031 -1.008 2.062 -0.48 -0.47 0.02
F 4.345 -0.845 -2.417 -0.11 -0.11 -0.06
O 1.322 -3.455 3.354 0.07 -0.06 0.19
Ni 0.174 -1.138 0.200 -1.10 0.48 -1.75
S 0.716 -2.496 2.511 0.88 0.16 1.78
C -1.660 1.692 -2.492 -0.07 -0.24 -0.15
O 1.547 0.303 -2.485 0.42 -0.13 -0.18
H -2.207 3.189 -1.095 -0.09 0.06 -0.01
O 2.047 1.390 -0.403 0.46 0.27 0.48
F 1.110 0.014 1.911 0.01 0.00 -0.19
S -0.672 -1.983 -1.890 -0.01 -0.04 0.16
N -0.551 -1.801 3.119 0.15 -0.46 -0.05
S -1.898 -1.647 2.350 -1.11 0.98 0.89
F -2.040 0.130 4.385 0.07 -0.26 0.00
C 1.819 -0.953 2.576 0.13 0.22 0.44
C 4.079 0.149 -1.578 -0.22 0.05 -0.07
F 4.738 -0.058 -0.447 0.02 -0.06 0.28
O 2.044 -1.048 -0.519 -0.05 -0.30 0.42
C -1.179 -0.467 -2.399 -0.10 -0.57 0.13
F -3.805 0.103 3.157 0.17 -0.50 -0.19
H 0.275 1.423 -0.412 -0.42 -0.13 -0.31
C -1.705 3.097 -2.058 0.07 0.15 -0.03
N -2.056 1.188 -3.614 -0.28 1.11 -0.31
F 4.524 1.283 -2.114 -0.31 0.05 -0.01
F -1.992 0.977 2.403 0.19 0.11 -0.04
S 2.244 0.220 -1.230 0.80 0.74 -1.18
H -2.212 3.703 -2.803 -0.03 -0.02 0.02
N -1.127 0.701 -1.694 -0.42 -0.12 -0.76
F 1.913 -0.545 3.832 -0.09 -0.26 -0.03
H -1.278 1.194 0.231 0.08 -0.32 -0.21
O -2.891 -2.624 2.604 -0.14 -0.31 0.15
O -1.743 -1.229 0.962 0.32 -0.12 -0.27
C -2.482 -0.031 3.150 -0.02 0.22 0.02
H -0.685 3.459 -1.939 0.07 0.13 0.01
O 0.542 -2.873 1.124 0.19 0.03 -0.81
N -1.770 -0.128 -3.560 0.60 -0.22 1.03
H -1.931 -0.723 -4.356 0.03 0.00 0.15
N -0.583 0.834 -0.427 0.34 -0.07 0.46
```
Forces are in eV/Å.

2S+1	3
orbital gap (spin up / spin down)	9.40 / 8.26	eV
total charge	0
max |F|	0.041	hartree/bohr

Atomic partial charges in e from the Mulliken method, atoms 1 to 8:
1. F -0.20
2. F -0.21
3. O -0.62
4. Ni 1.05
5. S 1.05
6. C 1.13
7. O -0.63
8. H 0.31

=====

Look up the max |F| of the third one. 0.085 hartree/bohr

=====

Which of these has the highest max |F|? C3H10NO2P

=====

Which value of 2S+1 does entry 6 give? 3

=====

What is the 2S+1 in the fourth record? 3